C27H40N4OPdS4 | ωB97M-V with the def2-TZVPD basis set

Values from the calculation:
HOMO energy (spin up / spin down)	-13.5219 / -13.5194	eV
frontier orbital gap (spin up / spin down)	4.47 / 4.45	eV
E_LUMO (spin up / spin down)	-9.055 / -9.066	eV
energy above the lowest of the compared OMol25 structures with the same formula, charge and spin	34.4	kcal/mol

```
! RIJCOSX wB97M-V def2-TZVPD def2/J DEFGRID3
* xyz 2 1
Pd -0.11566 0.16715 0.15747
S -3.22162 -2.50596 -2.07202
S -1.67382 1.29418 1.59064
S 1.70128 1.14132 -1.26215
S -1.40486 -0.34237 -1.74510
O 1.40209 -0.02303 1.61898
N -1.88236 3.56560 0.15499
N -0.50846 -1.95042 0.64694
N -3.46445 1.95926 -0.24848
N -1.46221 -2.48849 -0.07425
C 2.40743 -2.84134 4.37886
C -6.24075 2.40750 1.12437
C -4.14153 2.66341 -1.33564
C -3.38616 -4.92827 -0.61076
C 3.17433 -1.65722 4.20979
C 0.88955 -2.18538 2.59090
C -4.90354 -5.43117 1.18785
C -0.24096 -2.54591 1.81357
C -2.73373 -6.46084 1.13430
C 2.81887 -0.75323 3.26758
C -1.90481 -1.87813 -1.13039
C -3.96401 -6.28549 1.75143
C -3.07930 -4.32122 -1.94762
C -1.12888 -3.66539 2.29293
C 1.67217 -0.95098 2.42122
C -6.45135 3.06073 -0.24511
C 1.31045 -3.07873 3.59950
C -2.49099 5.83859 1.97004
C -2.15080 6.95166 0.97952
C -2.44296 -5.77581 -0.03536
C -5.19694 3.67403 -0.87479
C 2.61092 2.33726 -0.26435
C -0.81425 4.20356 0.92909
C 0.86359 2.27325 -2.40250
C -1.34260 4.85424 2.20923
C -2.38294 2.35884 0.38969
C -4.61875 -4.75518 0.01248
H -7.19651 2.29558 1.63392
H 4.03974 -1.48061 4.83399
H -3.37993 5.29614 1.63164
H -2.07905 -4.58767 -2.28347
H -5.36493 -4.10504 -0.43014
H -5.80572 1.41013 1.04351
H 3.05049 1.80167 0.57251
H 3.39695 2.76441 -0.88431
H -5.49494 4.23982 -1.75996
H -1.38322 -3.52131 3.34214
H -4.75208 4.38424 -0.16921
H 0.08424 1.71919 -2.91799
H -0.07169 3.44711 1.17528
H -5.59702 3.01876 1.76064
H 1.94502 3.11804 0.09582
H -1.22005 7.44684 1.25968
H -4.60990 1.90202 -1.96014
H 1.59146 2.63010 -3.12865
H -7.17853 3.86555 -0.13199
H 3.37482 0.16248 3.11982
H -6.88643 2.33460 -0.93670
H 0.77578 -4.00409 3.74830
H -0.50921 5.37260 2.68803
H -0.35665 4.95542 0.28645
H -2.93979 7.70178 0.97231
H -3.38251 3.16321 -1.94438
H -1.67660 4.06724 2.89060
H 2.69498 -3.56872 5.12532
H 0.44073 3.10791 -1.84793
H -3.84744 1.07617 0.04163
H -2.04618 6.57940 -0.04350
H -2.45146 4.19660 -0.39408
H -5.87160 -5.31307 1.65628
H -2.00684 -7.14805 1.54760
H -4.19627 -6.82488 2.65974
H -2.75162 6.28603 2.92948
H -2.03675 -3.70304 1.70144
H -1.48842 -5.92201 -0.52789
H -3.79128 -4.64530 -2.70955
H -0.62923 -4.63078 2.19010
*
```

Here are the Löwdin charges for atoms 1 to 2, given in e:
1 Pd 0.4630
2 S 0.9638